C3H3Cl3S | ωB97M-V with the def2-TZVPD basis set

Computed properties:
SMILES: SCC(Cl)=C(Cl)Cl
Energy, eV: -51560.6873
Charge: 0
Multiplicity: 1

Geometry as XYZ:
```
10
Properties=species:S:1:pos:R:3:forces:R:3
Cl 1.2042 2.4427 1.4281 -0.544 -1.055 -0.574
Cl -0.5410 2.0387 -0.9780 1.092 -0.895 2.135
Cl 0.8879 -0.8467 2.0311 1.004 -0.884 1.660
S 0.0886 -1.0483 -1.8285 -1.664 -1.272 -0.820
C -0.6990 -0.9074 -0.1865 -0.170 1.724 -0.609
C 0.3102 1.2744 0.4859 -0.888 -2.125 -0.255
C 0.1667 -0.1221 0.7543 -1.049 5.380 -2.739
H -1.6701 -0.3966 -0.3221 0.592 0.230 -0.156
H 1.2651 -0.6006 -1.5648 1.339 0.568 0.650
H -1.0126 -1.8341 0.1805 0.287 -1.671 0.708
```
Forces are in eV/Å.

Let us look at the Mulliken charges, expressed in e, one per atom:
1 Cl -0.14
2 Cl -0.13
3 Cl -0.15
4 S -0.15
5 C -0.74
6 C 0.16
7 C 0.25
8 H 0.34
9 H 0.14
10 H 0.42